# 1
The following is a DFT calculation (wB97M-V/def2-TZVPD) of a molecular structure, C16H20CoNO.

Computed properties:
* total charge: -2
* gap between HOMO and LUMO (alpha / beta): 2.795 / 6.460 eV
* multiplicity: 5

```
39
Properties=species:S:1:pos:R:3:mulliken_spin:R:1
Co -0.051 0.072 2.162 2.494
C 1.913 0.225 2.801 0.000
C 2.425 -0.551 1.699 0.018
C 2.343 0.223 0.519 0.033
H 2.887 -1.529 1.798 -0.001
C 1.751 1.469 0.833 0.156
C 1.500 1.511 2.249 0.009
H 1.292 2.392 2.857 -0.015
H 1.998 -0.002 3.861 -0.009
H 2.757 -0.055 -0.455 0.023
H 1.601 2.294 0.133 0.033
C -2.122 0.177 2.272 -0.055
C -1.459 1.428 2.649 0.005
C -1.101 2.090 1.407 0.173
H -1.369 1.819 3.650 -0.019
C -1.684 1.370 0.320 -0.005
C -2.271 0.180 0.832 0.213
H -2.815 -0.559 0.261 -0.012
H -2.589 -0.505 2.966 -0.020
H -0.627 3.057 1.333 -0.009
H -1.772 1.729 -0.696 0.004
O 0.502 -2.637 0.782 -0.089
C -0.290 -0.268 -3.549 -0.384
C 0.215 -1.382 -3.059 1.254
C 0.529 0.921 -3.178 -0.120
C -1.774 -0.207 -3.397 -0.012
C 0.672 -2.680 -0.419 0.299
H 1.293 -1.496 -2.816 -0.172
H -0.420 -2.278 -2.894 -0.187
H -0.088 -3.078 -1.145 0.197
H 1.504 -2.172 -0.973 -0.070
H 0.769 1.680 -3.919 0.037
H 1.451 0.503 -2.779 0.005
H -0.032 1.352 -2.333 0.102
H -2.418 -0.308 -4.268 0.046
H -2.002 0.691 -2.826 0.042
H -1.976 -1.075 -2.743 -0.042
N -0.332 -2.736 3.258 0.065
C -0.208 -1.662 2.807 0.013
```

---

# 2
The following is a DFT calculation (wB97M-V/def2-TZVPD) of 2 unconnected molecules or ions with the total composition C6H12O.

Computed properties:
* total charge: -1
* gap between HOMO and LUMO (alpha / beta): 2.196 / 9.462 eV
* multiplicity: 2

```
19
Properties=species:S:1:pos:R:3:mulliken_spin:R:1
C 1.417 2.418 -1.497 0.095
C 0.535 1.675 -0.441 0.298
C 1.075 -2.587 0.335 0.102
C 1.122 -1.678 1.334 0.182
C 0.434 -0.328 1.079 0.929
C 0.960 0.300 0.010 -0.404
H 1.034 2.149 -2.535 -0.030
H 1.452 3.543 -1.362 -0.052
H 2.498 2.097 -1.557 -0.002
H 0.792 2.386 0.386 0.066
H -0.445 1.617 -0.725 -0.280
H 1.793 -3.442 0.239 -0.057
H 0.675 -2.115 -0.634 -0.057
H 1.590 -1.813 2.364 -0.124
H -0.195 -0.080 2.001 -0.332
H 1.759 -0.319 -0.419 0.059
H -5.052 -1.357 1.136 -0.313
H -5.684 -1.542 -0.229 -0.392
O -5.760 -0.922 0.515 1.313
```

---

# 3
The following is a DFT calculation (wB97M-V/def2-TZVPD) of a molecular structure, C9H21CeClIO5P2.

Computed properties:
* total charge: +2
* gap between HOMO and LUMO (alpha / beta): 7.287 / 7.360 eV
* multiplicity: 2

```
40
Properties=species:S:1:pos:R:3:mulliken_spin:R:1
C -2.422 0.859 0.924 0.000
C -1.912 0.266 -0.391 0.000
H -2.672 0.075 1.650 0.000
H -3.275 1.547 0.800 0.000
H -1.618 1.482 1.361 0.000
O -1.108 1.144 -1.028 -0.001
I -0.711 -1.626 0.524 0.000
Ce 1.135 2.044 -1.433 1.015
P -3.276 -0.625 -1.358 0.000
C -3.687 -2.200 -0.538 0.000
C -4.890 0.172 -1.489 0.000
H -2.136 -0.024 -3.324 0.000
H -3.453 -1.181 -3.677 0.000
H -1.928 -1.791 -2.959 0.000
C -2.629 -0.945 -2.994 0.000
H -4.877 1.133 -2.037 0.000
H -5.548 -0.514 -2.050 0.000
H -4.723 -2.528 -0.748 0.000
H -3.556 -2.063 0.546 0.000
H -5.332 0.321 -0.488 0.000
H -2.974 -2.965 -0.873 0.000
C -0.058 -2.292 3.145 0.000
O 0.085 -2.676 4.197 0.000
Cl 2.550 2.489 -3.441 -0.011
C 5.589 1.412 -0.194 0.000
O 4.761 0.311 0.197 -0.001
P 3.134 0.283 -0.205 0.001
O 2.543 -0.584 1.119 -0.001
C 3.153 -1.780 1.672 0.000
O 2.575 1.859 0.385 -0.002
C 2.504 2.278 1.770 0.000
H 4.938 2.281 -0.362 0.000
H 6.176 1.223 -1.090 0.000
H 6.289 1.661 0.616 0.000
H 2.857 -2.686 1.139 0.000
H 4.246 -1.681 1.670 0.000
H 2.804 -1.853 2.705 0.000
H 1.569 1.912 2.222 0.000
H 3.376 1.900 2.290 0.000
H 2.500 3.363 1.746 0.000
```

---

Going through the records in order, we get molecular weight values of 301.275, 100.161, 573.683 g mol⁻¹.